*1*
ORCA calculation (ωB97M-V/def2-TZVPD) on a structure of composition C6H8O2.

Each line ends with the Löwdin charge.
CARTESIAN COORDINATES (ANGSTROEM)
O -2.132 -0.017 -0.751  0.151
O -0.540 0.338 2.615  0.077
C -1.095 -0.480 -0.418  -0.189
C -0.714 2.043 0.973  -0.032
C 0.181 -0.867 -0.632  -0.331
C -0.413 0.643 1.459  -0.328
C 0.699 -1.607 -1.826  -0.045
C 0.959 -0.527 0.532  0.012
H 0.010 -1.548 -2.671  0.083
H 1.992 -0.221 0.352  0.096
H 0.882 -2.662 -1.601  0.080
H -0.547 2.173 -0.094  0.079
H -1.735 2.313 1.250  0.093
H 0.827 -1.119 1.429  0.077
H -0.036 2.717 1.504  0.093
H 1.661 -1.178 -2.122  0.085

Calculated values
Frontier orbital gap (Eh): 0.2824
E_LUMO (eV): -0.405
Highest occupied orbital energy (eV): -8.1

*2*
ORCA calculation (ωB97M-V/def2-TZVPD) on an isolated molecule of C6H8O2.

Each line ends with the Löwdin charge.
CARTESIAN COORDINATES (ANGSTROEM)
O 0.176 1.974 -1.171  0.033
O 1.726 -1.511 0.251  0.089
C -1.612 0.499 0.467  -0.088
C 0.905 -0.643 -0.401  -0.411
C -0.756 0.984 -0.647  -0.262
C 0.389 -0.909 0.853  -0.163
C 0.723 0.797 -0.452  -0.162
C -1.131 -1.060 0.814  -0.088
H -2.728 0.223 0.384  0.137
H 0.577 -0.266 1.835  0.192
H -1.364 1.018 1.442  0.127
H 1.069 0.980 0.603  0.151
H -1.122 0.375 -1.499  0.153
H -1.550 -1.332 1.770  0.108
H 0.333 -1.045 -1.155  0.135
H -1.540 -1.671 0.177  0.049

Calculated values
SMILES: C1C[C@H]2O[C@@H]2[C@H]2O[C@H]12
Frontier orbital gap (Eh): 0.3792
E_LUMO (eV): 0.876
Highest occupied orbital energy (eV): -9.4

*3*
ORCA calculation (ωB97M-V/def2-TZVPD) on a cluster of 3 separate species, C6H8O2 in total.

Each line ends with the Löwdin charge.
CARTESIAN COORDINATES (ANGSTROEM)
O -2.004 0.867 -0.755  -0.139
O -0.517 -1.655 -1.310  -0.073
C -0.291 -0.499 1.096  -0.088
C 0.114 -0.744 -0.508  -0.495
C -0.514 0.724 -0.596  -0.226
C 1.561 0.774 0.360  -0.071
C 1.536 -0.330 -0.510  -0.012
C 0.168 0.876 0.902  -0.248
H -0.114 1.621 1.550  0.112
H 2.300 1.660 0.191  0.141
H 2.433 -0.373 -1.236  0.137
H -1.359 -2.398 -0.409  0.340
H -1.383 -0.515 1.065  0.097
H -2.256 -0.475 -0.811  0.274
H 0.192 -1.077 1.912  0.123
H 0.133 1.546 -0.939  0.127

Calculated values
Frontier orbital gap (Eh): 0.2765
E_LUMO (eV): -1.107
Highest occupied orbital energy (eV): -8.6

Relative to the most stable one, in kJ/mol, the structures come out at *1* 0.0; *2* 450.5; *3* 484.6.